(1)
{"formula": "C20H39N2O6SSi2", "method": "ωB97M-V with the def2-TZVPD basis set", "elements": ["C", "C", "O", "C", "C", "C", "O", "C", "C", "C", "O", "C", "C", "N", "C", "C", "S", "C", "O", "O", "C", "O", "H", "H", "H", "H", "H", "H", "H", "H", "H", "H", "H", "H", "H", "H", "H", "H", "H", "H", "H", "H", "H", "C", "Si", "C", "C", "N", "Si", "C", "C", "C", "H", "H", "H", "H", "H", "H", "H", "H", "H", "H", "H", "H", "H", "H", "H", "H", "H", "H"], "positions_angstrom": [[2.29, -1.90, -0.89], [1.80, -0.76, -1.98], [0.52, -0.11, -1.65], [-0.56, -1.08, -1.39], [-2.02, -0.65, -2.05], [-2.19, -0.78, -3.54], [-1.12, -1.22, -4.46], [-0.61, -0.09, -5.27], [-0.84, 1.39, -4.59], [-3.70, -0.37, -4.10], [-3.90, 0.04, -5.39], [-5.06, -0.40, -3.13], [-6.49, -0.60, -3.90], [-6.39, -1.88, -4.77], [-6.26, -3.11, -3.86], [-4.88, -0.23, -1.65], [-6.38, -0.19, -0.48], [-5.95, 0.61, 1.20], [-6.87, -1.64, -0.11], [-7.56, 0.69, -1.05], [-3.30, -0.09, -1.14], [-2.95, 0.45, 0.06], [3.34, -2.29, -1.27], [2.39, -1.48, 0.20], [1.58, -2.86, -0.93], [2.62, 0.10, -1.94], [1.85, -1.20, -3.07], [-0.69, -1.12, -0.21], [-0.33, -2.17, -1.81], [-1.23, -0.10, -6.28], [0.52, -0.22, -5.60], [-0.22, 2.18, -5.25], [-1.97, 1.78, -4.65], [-0.40, 1.50, -3.50], [-6.61, 0.28, -4.67], [-7.42, -0.77, -3.21], [-7.39, -1.97, -5.14], [-7.09, -3.93, -4.08], [-5.22, -3.63, -4.05], [-6.35, -2.85, -2.72], [-6.92, 1.19, 1.61], [-5.56, -0.16, 1.98], [-5.17, 1.48, 0.97], [1.71, 1.14, 2.29], [3.11, 1.38, 3.54], [2.43, 0.89, 5.22], [3.50, 3.22, 3.56], [4.47, 0.41, 3.05], [5.94, 0.40, 3.99], [5.68, -0.24, 5.74], [6.76, 2.08, 4.08], [7.19, -0.76, 3.16], [0.85, 1.75, 2.58], [2.02, 1.45, 1.29], [1.40, 0.09, 2.26], [1.46, 1.37, 5.39], [3.09, 1.20, 6.03], [2.29, -0.19, 5.28], [3.99, 3.52, 2.63], [4.15, 3.49, 4.40], [2.58, 3.80, 3.66], [5.15, 0.48, 6.36], [6.65, -0.43, 6.21], [5.12, -1.18, 5.73], [6.84, 2.53, 3.08], [7.77, 1.99, 4.49], [6.21, 2.77, 4.73], [7.41, -0.43, 2.15], [6.79, -1.78, 3.12], [8.12, -0.78, 3.74]], "nbo_charge": [-0.669, -0.082, -0.553, -0.110, -0.073, 0.278, -0.533, -0.085, -0.691, 0.470, -0.513, 0.067, -0.288, -0.622, -0.467, -0.344, 1.892, -0.809, -0.887, -0.890, 0.515, -0.519, 0.221, 0.264, 0.193, 0.212, 0.169, 0.233, 0.216, 0.196, 0.209, 0.226, 0.228, 0.255, 0.253, 0.242, 0.357, 0.204, 0.205, 0.209, 0.274, 0.272, 0.270, -1.115, 1.814, -1.139, -1.139, -1.721, 1.815, -1.139, -1.139, -1.115, 0.203, 0.222, 0.215, 0.204, 0.218, 0.228, 0.228, 0.218, 0.204, 0.218, 0.204, 0.228, 0.228, 0.204, 0.218, 0.222, 0.222, 0.199], "total_energy_ev": -63218.423, "gap_ev": 2.43, "total_charge": -1, "multiplicity": 1}

(2)
{"formula": "C37H37BiN4P", "method": "ωB97M-V with the def2-TZVPD basis set", "elements": ["Bi", "C", "C", "C", "C", "C", "C", "C", "P", "C", "C", "C", "C", "C", "C", "C", "C", "C", "C", "C", "C", "C", "C", "H", "H", "H", "H", "H", "H", "H", "H", "H", "H", "H", "H", "H", "H", "H", "H", "H", "H", "H", "H", "N", "C", "C", "C", "N", "C", "N", "C", "C", "C", "C", "C", "C", "C", "C", "C", "C", "C", "C", "N", "H", "H", "H", "H", "H", "H", "H", "H", "H", "H", "H", "H", "H", "H", "H", "H", "H"], "positions_angstrom": [[0.46, 1.79, 0.12], [-2.77, -2.11, -3.87], [-1.37, -2.66, -3.81], [-1.04, -3.75, -4.61], [0.23, -4.31, -4.61], [1.21, -3.78, -3.79], [0.91, -2.69, -2.99], [-0.37, -2.12, -2.99], [-0.51, -0.65, -1.90], [-1.16, 0.64, -3.03], [-2.49, 1.07, -2.99], [-2.95, 2.07, -3.83], [-2.08, 2.66, -4.73], [-0.76, 2.25, -4.78], [-0.27, 1.24, -3.94], [1.17, 0.83, -4.05], [-1.86, -0.96, -0.72], [-2.29, -2.27, -0.52], [-3.10, -2.62, 0.55], [-3.49, -1.63, 1.45], [-3.06, -0.33, 1.27], [-2.24, 0.04, 0.20], [-1.79, 1.48, 0.15], [-3.46, -2.89, -4.18], [-2.83, -1.29, -4.60], [-3.10, -1.71, -2.91], [-1.81, -4.18, -5.24], [0.44, -5.16, -5.24], [2.21, -4.21, -3.77], [1.67, -2.28, -2.34], [-3.17, 0.60, -2.29], [-3.99, 2.39, -3.77], [-2.42, 3.45, -5.39], [-0.07, 2.72, -5.47], [1.75, 1.58, -4.59], [1.27, -0.12, -4.58], [1.63, 0.69, -3.06], [-1.96, -3.05, -1.20], [-3.41, -3.65, 0.69], [-4.11, -1.88, 2.30], [-3.34, 0.43, 1.98], [-2.11, 2.01, 1.04], [-2.15, 2.02, -0.73], [-0.05, 4.00, 1.28], [-0.38, 4.70, 2.14], [-0.77, 5.59, 3.15], [-1.74, 6.58, 2.84], [-2.54, 7.38, 2.58], [-0.20, 5.52, 4.46], [0.25, 5.49, 5.52], [2.17, 2.95, 4.05], [2.81, 2.27, 2.84], [4.22, 2.79, 2.58], [2.74, 0.76, 2.99], [3.67, 0.13, 3.82], [3.66, -1.24, 4.03], [2.68, -1.99, 3.39], [1.72, -1.41, 2.58], [0.65, -2.29, 1.94], [1.25, -3.35, 1.02], [-0.24, -2.92, 3.01], [1.72, 0.00, 2.36], [0.70, 0.50, 1.58], [2.16, 4.04, 3.93], [2.74, 2.71, 4.96], [1.15, 2.61, 4.20], [2.21, 2.55, 1.97], [4.86, 2.67, 3.45], [4.19, 3.86, 2.34], [4.69, 2.26, 1.74], [4.42, 0.73, 4.32], [4.40, -1.71, 4.67], [2.66, -3.07, 3.54], [0.03, -1.62, 1.34], [1.91, -4.03, 1.56], [1.83, -2.89, 0.22], [0.45, -3.95, 0.55], [0.34, -3.57, 3.67], [-1.03, -3.53, 2.55], [-0.72, -2.15, 3.62]], "mulliken_charge": [0.945, -1.499, 1.062, -0.786, -0.598, -0.799, -0.793, 0.659, 0.594, 1.414, -0.747, -0.797, -0.751, -0.757, 0.279, -1.552, 1.128, -0.512, -0.972, -0.907, -0.852, 0.985, -2.411, 0.496, 0.281, 0.138, 0.425, 0.379, 0.438, 0.415, 0.470, 0.448, 0.389, 0.384, 0.473, 0.268, 0.168, 0.394, 0.422, 0.381, 0.412, 0.711, 0.545, -0.584, 0.435, 0.118, 0.053, -0.565, 0.134, -0.514, -1.408, 1.604, -1.811, 1.226, -0.323, -1.566, -0.284, -0.196, 3.162, -1.441, -1.654, -0.265, -0.312, 0.360, 0.318, 0.359, -0.857, 0.313, 0.463, 0.396, 0.231, 0.350, 0.284, -1.477, 0.354, 0.239, 0.407, 0.344, 0.368, 0.371], "total_energy_ev": -60059.073, "gap_ev": 6.31, "total_charge": -1, "multiplicity": 1}

(3)
{"formula": "C2H2FNO", "method": "ωB97M-V with the def2-TZVPD basis set", "elements": ["C", "C", "N", "O", "F", "H", "H"], "positions_angstrom": [[1.68, 1.71, 0.39], [-0.62, -0.98, -0.11], [-1.42, 0.00, -0.17], [2.10, 1.04, -0.45], [-1.07, 1.01, 0.75], [0.29, -1.04, 0.36], [-0.96, -1.74, -0.78]], "nbo_charge": [0.526, -0.135, 0.013, -0.529, -0.272, 0.192, 0.205], "total_energy_ev": -8358.457, "gap_ev": 12.46, "multiplicity": 1}

(4)
{"formula": "C21H44N3O9P2S2", "method": "ωB97M-V with the def2-TZVPD basis set", "elements": ["C", "O", "C", "N", "C", "C", "C", "S", "C", "S", "N", "C", "C", "N", "C", "H", "H", "H", "H", "H", "H", "H", "H", "H", "H", "H", "H", "H", "H", "O", "P", "O", "C", "C", "O", "C", "C", "O", "C", "C", "H", "H", "H", "H", "H", "H", "H", "H", "H", "H", "H", "H", "H", "H", "H", "O", "P", "O", "C", "C", "O", "C", "C", "O", "C", "C", "H", "H", "H", "H", "H", "H", "H", "H", "H", "H", "H", "H", "H", "H", "H"], "positions_angstrom": [[3.95, -0.95, -0.11], [3.06, -1.02, -1.19], [2.53, 0.24, -1.62], [1.16, 0.35, -1.35], [0.63, 1.44, -2.08], [-0.91, 1.49, -1.97], [-1.42, 0.94, -0.65], [-2.43, -0.57, -0.93], [-3.90, -0.26, -0.03], [-3.96, 0.26, 1.50], [-5.09, -0.50, -0.77], [-6.21, 0.29, -0.84], [-7.05, -0.35, -1.69], [-6.49, -1.53, -2.12], [-5.32, -1.59, -1.56], [3.52, -1.36, 0.81], [4.82, -1.59, -0.35], [4.35, 0.06, 0.06], [2.67, 0.28, -2.73], [3.12, 1.10, -1.21], [1.06, 2.43, -1.78], [0.87, 1.31, -3.17], [-1.35, 1.01, -2.85], [-1.23, 2.54, -2.03], [-0.61, 0.64, 0.01], [-2.04, 1.67, -0.13], [-6.28, 1.22, -0.29], [-8.02, 0.01, -1.98], [-4.63, -2.40, -1.70], [5.74, -3.51, -6.27], [5.82, -4.26, -5.01], [7.34, -4.71, -4.75], [8.34, -3.69, -4.61], [8.24, -2.97, -3.28], [5.18, -5.72, -5.34], [4.54, -5.99, -6.58], [5.50, -6.61, -7.57], [5.29, -4.25, -3.51], [4.36, -3.20, -3.09], [3.08, -3.20, -3.89], [8.27, -2.99, -5.44], [9.30, -4.20, -4.69], [7.35, -2.34, -3.24], [9.11, -2.32, -3.13], [8.18, -3.68, -2.46], [4.08, -5.09, -6.98], [3.73, -6.69, -6.36], [6.39, -5.99, -7.69], [5.03, -6.73, -8.55], [5.83, -7.59, -7.22], [4.86, -2.23, -3.15], [4.14, -3.39, -2.04], [3.28, -2.93, -4.94], [2.39, -2.47, -3.47], [2.62, -4.19, -3.89], [-4.06, 3.17, 7.43], [-4.28, 3.89, 6.16], [-4.19, 2.88, 4.93], [-5.12, 1.79, 4.85], [-6.51, 2.25, 4.48], [-2.92, 4.74, 5.90], [-1.89, 4.81, 6.88], [-0.82, 3.76, 6.63], [-5.21, 5.03, 5.52], [-6.22, 5.67, 6.33], [-5.62, 6.36, 7.54], [-5.13, 1.25, 5.80], [-4.74, 1.11, 4.09], [-6.97, 2.82, 5.29], [-7.15, 1.40, 4.26], [-6.48, 2.90, 3.60], [-2.29, 4.72, 7.89], [-1.45, 5.81, 6.80], [-1.26, 2.76, 6.56], [-0.08, 3.76, 7.42], [-0.32, 3.95, 5.68], [-6.96, 4.93, 6.64], [-6.72, 6.39, 5.69], [-5.19, 5.64, 8.23], [-6.39, 6.93, 8.07], [-4.83, 7.05, 7.23]], "mulliken_charge": [-0.707, -0.254, -0.612, -0.252, -0.659, -0.673, -0.484, -0.180, 0.087, -0.235, 0.174, -0.144, -0.475, -0.656, -0.045, 0.229, 0.174, 0.361, 0.137, 0.254, 0.182, 0.278, 0.283, 0.286, 0.407, 0.418, 0.400, 0.370, 0.383, -0.777, 1.079, -0.347, -0.341, -0.920, -0.359, -0.277, -1.079, -0.328, 0.001, -1.165, 0.289, 0.309, 0.193, 0.409, 0.255, 0.313, 0.345, 0.280, 0.365, 0.269, 0.231, 0.244, 0.332, 0.386, 0.287, -0.753, 0.875, -0.184, -0.110, -1.007, -0.361, -0.270, -1.088, -0.273, -0.218, -1.128, 0.280, 0.062, 0.285, 0.414, 0.233, 0.313, 0.336, 0.284, 0.362, 0.286, 0.276, 0.343, 0.328, 0.403, 0.274], "total_energy_ev": -85639.009, "gap_ev": 4.07, "total_charge": -1, "multiplicity": 1}

(5)
{"formula": "C4H7ClN2S", "method": "ωB97M-V with the def2-TZVPD basis set", "elements": ["C", "C", "C", "C", "H", "H", "H", "H", "H", "H", "H", "N", "N", "S", "Cl"], "positions_angstrom": [[-1.57, -0.60, 0.08], [-0.61, 0.34, 0.90], [0.11, 1.40, 0.15], [1.47, -0.56, -0.68], [-1.92, -1.52, 0.64], [-0.87, -0.78, -0.85], [-1.27, 0.97, 1.62], [0.14, -0.22, 1.46], [1.92, 1.43, -0.92], [2.25, -0.83, -1.46], [1.25, -2.34, -0.04], [1.28, 0.79, -0.56], [0.98, -1.39, 0.20], [-0.04, 2.90, -0.06], [-3.13, 0.41, -0.47]], "nbo_charge": [-0.300, -0.554, 0.034, 0.279, 0.242, 0.231, 0.235, 0.298, 0.409, 0.175, 0.357, -0.638, -0.736, 0.110, -0.143], "total_energy_ev": -30597.335, "gap_ev": 9.07, "multiplicity": 1}

(6)
{"formula": "C18H54O18Sn", "method": "ωB97M-V with the def2-TZVPD basis set", "elements": ["Sn", "C", "C", "O", "O", "H", "H", "H", "H", "H", "H", "C", "C", "O", "O", "H", "H", "H", "H", "H", "H", "C", "C", "O", "O", "H", "H", "H", "H", "H", "H", "C", "C", "O", "O", "H", "H", "H", "H", "H", "H", "C", "C", "O", "O", "H", "H", "H", "H", "H", "H", "C", "C", "O", "O", "H", "H", "H", "H", "H", "H", "C", "C", "O", "O", "H", "H", "H", "H", "H", "H", "C", "C", "O", "O", "H", "H", "H", "H", "H", "H", "C", "C", "O", "O", "H", "H", "H", "H", "H", "H"], "positions_angstrom": [[-0.03, -0.49, -0.51], [5.19, -1.24, 3.79], [3.79, -1.68, 3.33], [2.83, -1.57, 4.39], [5.78, -2.12, 4.76], [5.18, -0.28, 4.31], [5.84, -1.14, 2.92], [3.74, -2.68, 2.89], [3.50, -1.03, 2.50], [3.12, -2.11, 5.14], [5.28, -2.01, 5.57], [-3.85, 2.22, 1.97], [-2.40, 1.93, 2.31], [-1.95, 0.79, 1.63], [-4.11, 2.61, 0.63], [-4.23, 2.98, 2.65], [-4.40, 1.28, 2.11], [-2.40, 1.83, 3.40], [-1.88, 2.80, 1.92], [-2.18, 0.06, 2.21], [-4.23, 3.56, 0.75], [-3.90, -0.78, -0.81], [-3.46, -2.20, -1.28], [-2.37, -2.64, -0.44], [-2.91, 0.21, -1.11], [-4.02, -0.72, 0.27], [-4.82, -0.53, -1.34], [-3.03, -2.14, -2.28], [-4.21, -2.98, -1.29], [-2.35, -3.59, -0.55], [-3.19, 1.07, -0.79], [-0.32, -2.42, 3.56], [-1.79, -2.66, 3.21], [-2.62, -1.49, 3.17], [0.52, -2.08, 2.46], [0.09, -3.25, 4.13], [-0.27, -1.63, 4.31], [-2.33, -3.26, 3.94], [-1.95, -3.14, 2.25], [-2.72, -1.16, 4.06], [1.38, -1.88, 2.83], [2.79, -3.22, -0.75], [1.56, -4.09, -0.37], [0.37, -3.57, -0.86], [2.76, -1.94, -0.11], [2.89, -3.14, -1.84], [3.66, -3.71, -0.33], [1.46, -4.18, 0.71], [1.56, -5.12, -0.74], [-0.35, -4.19, -0.69], [3.62, -1.55, -0.25], [0.68, 3.24, -1.24], [1.30, 2.29, -2.31], [2.18, 1.32, -1.67], [-0.42, 2.66, -0.50], [0.41, 4.17, -1.74], [1.48, 3.57, -0.57], [1.91, 2.84, -3.03], [0.52, 1.76, -2.87], [2.92, 1.77, -1.26], [-0.89, 3.40, -0.10], [-1.43, 3.43, -4.62], [-2.62, 2.60, -4.18], [-2.81, 1.45, -5.06], [-1.64, 4.19, -5.85], [-0.56, 2.81, -4.80], [-1.28, 4.10, -3.77], [-3.50, 3.24, -4.14], [-2.46, 2.30, -3.15], [-3.16, 1.81, -5.88], [-0.92, 3.93, -6.43], [2.09, 2.19, 1.97], [1.99, 1.99, 3.47], [1.70, 3.18, 4.21], [2.25, 0.99, 1.25], [2.84, 2.96, 1.77], [1.13, 2.65, 1.73], [2.96, 1.62, 3.82], [1.26, 1.23, 3.75], [0.88, 3.47, 3.80], [3.20, 0.90, 1.15], [-0.63, -1.17, -4.25], [0.86, -1.08, -4.36], [1.54, -1.57, -3.22], [-1.17, -0.18, -3.39], [-1.08, -2.13, -3.99], [-0.98, -0.90, -5.25], [1.10, -0.03, -4.55], [1.09, -1.69, -5.23], [2.47, -1.39, -3.37], [-1.83, 0.32, -3.87]], "mulliken_charge": [1.571, -0.657, 0.419, -0.497, -0.520, 0.317, 0.396, 0.234, -0.244, 0.286, 0.297, -0.838, -0.223, 0.447, -0.496, 0.574, 0.218, 0.395, 0.028, -0.114, 0.328, -0.326, -0.473, -0.404, -0.069, 0.124, 0.412, 0.076, 0.495, 0.217, -0.043, -0.400, -0.625, -0.541, 0.141, 0.469, 0.317, 0.466, 0.123, 0.267, -0.108, -0.456, -0.579, -0.344, -0.332, 0.195, 0.479, 0.206, 0.475, 0.172, 0.197, -0.457, -0.383, -0.502, -0.337, 0.518, 0.272, 0.503, -0.174, 0.284, 0.186, -0.264, 0.121, -0.646, -0.525, 0.198, 0.128, 0.516, -0.203, 0.323, 0.362, -0.075, -0.328, -0.535, -0.209, 0.401, -0.137, 0.219, 0.158, 0.345, 0.158, -0.559, -0.583, -0.340, -0.086, 0.228, 0.426, 0.298, 0.446, 0.259, -0.057], "total_energy_ev": -62209.030, "gap_ev": 8.07, "total_charge": 2, "multiplicity": 1}

(7)
{"formula": "CH6NO2", "method": "ωB97M-V with the def2-TZVPD basis set", "elements": ["C", "N", "O", "O", "H", "H", "H", "H", "H", "H"], "positions_angstrom": [[0.73, 0.04, -0.49], [-1.15, 0.21, 0.05], [1.22, 1.14, 0.05], [0.92, -1.04, 0.20], [0.52, -0.06, -1.50], [-1.75, -0.54, -0.23], [-1.59, 1.11, -0.08], [-0.85, 0.18, 1.03], [1.51, 0.80, 0.91], [0.44, -1.84, 0.06]], "nbo_charge": [0.686, -0.916, -0.584, -0.670, 0.204, 0.411, 0.422, 0.401, 0.509, 0.538], "total_energy_ev": -6711.560, "gap_ev": 12.88, "total_charge": 1, "multiplicity": 1}

(8)
{"formula": "C21H20F4N4O", "method": "ωB97M-V with the def2-TZVPD basis set", "elements": ["O", "F", "F", "F", "F", "N", "C", "C", "C", "C", "C", "C", "C", "C", "C", "C", "C", "C", "N", "N", "N", "C", "C", "C", "C", "C", "C", "C", "C", "C", "H", "H", "H", "H", "H", "H", "H", "H", "H", "H", "H", "H", "H", "H", "H", "H", "H", "H", "H", "H"], "positions_angstrom": [[7.12, 0.04, -0.46], [-0.01, -0.01, 4.49], [-1.90, -0.74, 3.71], [-1.44, 1.46, 3.66], [-3.12, 2.28, -2.23], [-2.42, 0.10, 0.90], [5.94, 0.16, -0.12], [5.08, 1.20, -0.65], [3.72, 1.16, -0.43], [3.17, 0.10, 0.46], [4.02, -0.82, 1.04], [-1.48, 0.08, -1.16], [1.11, 0.00, 1.94], [1.71, 0.01, 0.66], [-0.31, 0.03, 2.11], [0.86, 0.05, -0.45], [-1.14, 0.04, 0.97], [-0.49, 0.03, -0.26], [5.38, -0.72, 0.81], [-5.77, 1.36, -3.11], [-2.70, 0.15, -0.44], [-0.93, 0.20, 3.50], [3.66, -2.00, 1.84], [6.10, -1.85, 1.36], [-5.71, -0.08, -2.79], [4.94, -2.82, 1.81], [-5.47, 2.26, -2.00], [-4.34, -0.41, -2.20], [-4.12, 1.98, -1.36], [-4.03, 0.49, -0.99], [5.55, 1.93, -1.30], [3.10, 1.89, -0.88], [-1.40, 0.15, -2.21], [1.73, 0.09, 2.80], [1.27, 0.04, -1.44], [-6.63, 1.63, -3.58], [2.80, -2.52, 1.43], [3.49, -1.70, 2.92], [6.73, -2.41, 0.64], [6.70, -1.56, 2.20], [-5.88, -0.67, -3.72], [-6.46, -0.32, -2.06], [5.24, -3.31, 2.73], [4.80, -3.62, 1.10], [-5.51, 3.32, -2.37], [-6.21, 2.13, -1.25], [-4.27, -1.46, -1.92], [-3.63, -0.25, -3.02], [-4.04, 2.63, -0.45], [-4.81, 0.29, -0.24]], "nbo_charge": [-0.628, -0.334, -0.321, -0.322, -0.352, -0.271, 0.610, -0.304, -0.117, -0.159, 0.274, -0.018, -0.163, -0.065, -0.140, -0.159, 0.158, -0.117, -0.387, -0.637, -0.143, 0.981, -0.461, -0.206, -0.215, -0.400, -0.253, -0.418, 0.197, -0.076, 0.233, 0.218, 0.226, 0.228, 0.215, 0.373, 0.245, 0.231, 0.228, 0.203, 0.213, 0.160, 0.218, 0.208, 0.220, 0.170, 0.227, 0.217, 0.182, 0.235], "total_energy_ev": -40979.461, "gap_ev": 7.78, "multiplicity": 1}